Below is a gas-phase ion, CH4NO2 (charge +1) in a non-equilibrium geometry, with properties calculated with wB97M-V/def2-TZVPD.

Calculated values
2S+1 = 1
Molecular weight = 62.05 g/mol
Gap between HOMO and LUMO = 10.37 eV
Highest occupied orbital energy = -18.067 eV
Net charge = +1
Energy above the lowest of the compared OMol25 structures with the same formula, charge and spin = 181.8 kcal/mol

Each line ends with the natural charge from an NBO analysis.
Atoms and positions in Å:
C  -1.37812  -0.14278  -0.02848  -0.462
N  0.13422  -0.39847  0.12242  0.302
O  2.27603  0.06678  -0.00091  -0.388
O  0.93901  0.47852  -0.04602  0.153
H  -1.70599  -0.62465  -0.95939  0.301
H  -1.66692  0.87596  0.01356  0.256
H  -1.68102  -0.80178  0.78695  0.283
H  3.08280  0.54643  0.11188  0.555

Atoms 1-2, force components in eV/Å:
C 2.05 -0.87 0.41
N 0.56 -1.15 -0.56

***

Below is a molecular structure, C29H32Cl2F5N7O5Sc in a non-equilibrium geometry, with properties calculated with wB97M-V/def2-TZVPD.

Calculated values
2S+1 = 1
Molecular weight = 769.47 g/mol
Gap between HOMO and LUMO = 6.68 eV
Highest occupied orbital energy = -9.846 eV
Net charge = +1
Energy above the lowest of the compared OMol25 structures with the same formula, charge and spin = 151.2 kcal/mol

Each line ends with the Mulliken charge.
Atoms and positions in Å:
Sc  0.47071  -0.01683  -0.06514  -0.004
N  -2.92816  -5.22821  1.35500  -0.130
C  -1.70002  -4.37178  1.00241  -0.482
C  -1.67614  -3.13277  1.88713  -0.653
C  -2.53344  -1.94147  1.41002  0.423
N  -1.67634  -0.76602  1.13558  -0.044
C  -3.41230  -2.29968  0.21036  -1.896
C  -2.74453  -3.04669  -0.95812  0.474
N  -2.12333  -2.10843  -1.88945  -0.377
C  -1.71374  -4.09024  -0.48500  -0.948
H  -2.93272  -5.47718  2.34483  0.396
H  -2.93262  -6.08831  0.80480  0.411
H  -3.78933  -4.71687  1.15129  0.271
H  -0.84936  -5.01047  1.24076  0.633
H  -0.63482  -2.82262  1.92911  -0.171
H  -1.93570  -3.40953  2.91405  0.328
H  -3.21969  -1.68488  2.22413  0.518
H  -1.34229  -0.38775  2.02090  0.185
H  -2.25225  -0.02330  0.74704  0.200
H  -3.87056  -1.39444  -0.19209  0.658
H  -4.26191  -2.88697  0.59063  0.250
H  -3.55125  -3.57430  -1.47838  0.345
H  -2.60817  -2.07479  -2.77457  0.285
H  -1.14765  -2.31210  -2.06347  0.129
H  -0.70711  -3.74440  -0.71204  0.061
H  -1.82397  -5.02640  -1.04026  0.405
N  1.55029  -1.16308  1.96691  -0.142
N  1.62678  -2.53736  1.66262  -0.439
C  1.26292  -2.92338  0.36127  0.315
O  1.40922  -4.08736  0.02893  -0.724
O  0.70925  -1.98806  -0.33639  -0.438
H  2.44670  -0.70005  1.83754  0.334
H  1.28280  -1.05091  2.93754  0.328
H  2.40371  -3.05823  2.04512  0.277
Cl  5.18781  2.90410  -5.35118  -0.200
C  4.37862  3.77927  -4.08745  0.893
C  5.04042  4.88013  -3.56762  -0.691
C  4.44592  5.67802  -2.60696  -0.533
C  3.17141  5.36467  -2.16873  -0.805
C  2.53449  4.25256  -2.67999  1.155
Cl  0.93289  3.89524  -2.07654  -0.167
C  3.09999  3.40667  -3.64719  -0.889
N  2.37350  2.33202  -4.14310  -0.039
C  2.94375  1.07139  -4.52446  -0.273
C  2.74353  0.63511  -5.82537  -0.640
C  3.26071  -0.57727  -6.25076  -0.596
C  3.98995  -1.35843  -5.36701  -0.701
C  4.16758  -0.93194  -4.06038  -1.082
C  3.63780  0.27450  -3.61609  1.518
C  3.77223  0.64886  -2.16496  -0.998
C  2.50566  0.43025  -1.38201  1.492
O  2.54548  0.35532  -0.11288  -0.434
O  1.37838  0.30970  -1.94876  -0.570
H  6.02701  5.11046  -3.94466  0.441
H  4.96498  6.53881  -2.21108  0.402
H  2.67093  5.96266  -1.42046  0.455
H  1.49764  2.21137  -3.65452  0.053
H  2.20648  1.28189  -6.50658  0.483
H  3.11141  -0.90048  -7.27235  0.427
H  4.41580  -2.29877  -5.69041  0.417
H  4.72018  -1.55202  -3.36407  0.418
H  4.05652  1.69435  -2.01190  0.098
H  4.54522  0.05070  -1.68103  0.620
F  2.72326  4.69865  3.38212  -0.331
C  2.09387  3.58913  2.95566  0.766
C  2.76148  2.30971  2.77161  -0.703
F  2.48381  1.13411  3.35210  -0.222
C  2.22161  2.86998  1.54500  0.882
F  2.97754  3.24617  0.50038  -0.390
C  0.72686  2.66539  1.44736  0.755
O  0.16151  1.51345  1.12764  -0.523
C  0.06771  3.96197  1.65494  -0.656
F  0.43112  5.11749  1.09064  -0.233
C  0.62348  3.47027  2.90434  0.517
F  -0.11177  3.05743  3.95190  -0.376
C  -2.50593  2.11552  -3.24093  -1.220
C  -1.82465  1.42104  -2.15979  0.349
N  -1.31625  0.84358  -1.31260  0.366
H  -3.28390  2.75743  -2.83123  0.349
H  -2.95083  1.39141  -3.92111  0.336
H  -1.78527  2.72677  -3.78067  0.301

Atoms 1-2, force components in eV/Å:
Sc -0.75 -0.41 0.63
N -0.01 0.01 0.02

***

Below is 8 unconnected molecules or ions with the total composition C23H46BBr16FNO4 in a non-equilibrium geometry, with properties calculated with wB97M-V/def2-TZVPD.

Calculated values
2S+1 = 1
Molecular weight = 1708.90 g/mol
Gap between HOMO and LUMO = 5.77 eV
Highest occupied orbital energy = -4.075 eV
Net charge = -1
Energy above the lowest of the compared OMol25 structures with the same formula, charge and spin = 49.2 kcal/mol

Each line ends with the Mulliken charge.
Atoms and positions in Å:
C  3.96470  1.07087  -1.40429  -0.934
C  2.83012  0.33034  -2.23004  0.783
O  2.75884  -0.92614  -2.11754  -0.654
O  1.92316  0.93040  -3.11846  -0.300
C  1.54577  2.28343  -2.71713  -0.174
C  0.05733  2.56954  -3.20899  -0.772
C  -1.00635  2.78264  -2.03214  0.680
O  -0.54835  3.02330  -0.70255  -0.908
B  -1.73760  2.85349  0.14570  1.494
O  -2.43461  1.72097  -0.49697  -0.776
C  -2.11477  1.60101  -1.90353  0.350
F  -1.44661  0.32550  -2.12510  -0.329
C  -3.52733  1.84255  -2.61669  -0.386
N  -4.43932  0.70279  -2.24001  -0.621
H  4.12375  2.11371  -1.83890  0.301
H  3.57462  1.24132  -0.33281  0.295
H  4.93390  0.47248  -1.30902  0.294
H  1.71709  2.53208  -1.62250  0.408
H  2.23301  3.00513  -3.31872  0.086
H  0.05880  3.52052  -3.84917  0.298
H  -0.37221  1.75010  -3.89440  0.225
H  -1.47283  3.80699  -2.30380  -0.325
H  -2.23652  3.94655  0.11716  -0.388
H  -1.62042  2.58143  1.29405  -0.537
H  -3.45000  1.88959  -3.75737  0.242
H  -3.97222  2.77723  -2.14785  0.212
H  -3.91422  -0.05396  -1.78065  0.268
H  -4.85869  0.27525  -3.07944  0.255
Br  -3.79416  2.02906  3.10521  -0.108
C  -2.76340  1.78137  4.74266  -0.408
C  -1.48579  2.58360  4.72427  -0.377
Br  -0.13528  1.73977  3.60077  -0.172
H  -2.59582  0.71002  4.85312  0.317
H  -3.42097  2.12704  5.54274  0.127
H  -1.04115  2.61985  5.72076  0.068
H  -1.61925  3.60005  4.35348  0.449
Br  0.38484  -4.55629  1.77081  -0.209
C  1.38486  -3.81438  0.26007  -0.475
C  0.46211  -3.10667  -0.70678  -0.556
Br  -0.52086  -4.38448  -1.80592  -0.171
H  1.93007  -4.62876  -0.19401  0.206
H  2.08619  -3.11051  0.70109  0.550
H  1.03579  -2.50529  -1.41440  0.099
H  -0.27783  -2.47358  -0.21652  0.505
Br  -7.22617  -0.95274  2.37657  -0.122
C  -6.68384  -2.02125  3.91336  -0.602
C  -5.49535  -1.41069  4.61312  -0.580
Br  -3.84724  -1.74348  3.62978  -0.093
H  -6.49710  -3.03101  3.54906  0.371
H  -7.55341  -2.03204  4.57254  0.339
H  -5.34270  -1.87651  5.58811  0.379
H  -5.57665  -0.33066  4.74021  0.304
Br  -0.37863  6.25931  -0.10177  -0.084
C  0.67090  6.91864  -1.60494  -0.531
C  -0.19684  7.63514  -2.61066  -0.566
Br  -1.21001  6.37740  -3.70159  -0.136
H  1.19954  6.06186  -2.02325  0.235
H  1.39429  7.60751  -1.16533  0.357
H  0.41710  8.19288  -3.31992  0.331
H  -0.91883  8.31047  -2.15240  0.363
Br  -1.06591  4.08991  7.88879  -0.117
C  -2.64730  3.24618  8.65414  -0.520
C  -2.29656  1.95473  9.35040  -0.563
Br  -1.98661  0.51992  8.06818  -0.117
H  -3.36379  3.11840  7.84304  0.272
H  -3.03886  3.97259  9.36782  0.361
H  -3.13021  1.61074  9.96440  0.337
H  -1.40192  2.02745  9.96823  0.360
Br  4.78980  -8.27177  1.25548  -0.139
C  5.30830  -6.45998  0.75693  -0.458
C  4.83331  -5.45461  1.77608  -0.688
Br  2.91713  -5.10882  1.58388  0.096
H  4.91211  -6.27985  -0.24237  0.196
H  6.39853  -6.47962  0.71217  0.355
H  5.31520  -4.48820  1.61548  0.352
H  4.99985  -5.77138  2.80592  0.363
Br  1.41367  -8.10393  -5.33630  -0.160
C  1.38912  -8.26561  -3.39360  -0.582
C  2.16326  -7.14880  -2.74079  -0.499
Br  4.08624  -7.44663  -2.87548  -0.159
H  1.77450  -9.25568  -3.15198  0.398
H  0.33494  -8.21301  -3.11790  0.363
H  1.95640  -7.11305  -1.66994  0.257
H  1.96181  -6.17108  -3.17739  0.383
Br  4.64378  2.59099  -5.54089  -0.169
C  4.12618  0.73455  -5.83728  -0.393
C  3.86479  0.46562  -7.29785  -0.572
Br  2.13625  1.17701  -7.85050  -0.144
H  3.26287  0.53972  -5.20051  0.165
H  4.97303  0.14414  -5.48412  0.376
H  3.80280  -0.60725  -7.48535  0.358
H  4.61389  0.90261  -7.95780  0.387

Atoms 1-2, force components in eV/Å:
C -0.99 1.20 0.21
C -0.30 -4.01 -0.04

***

Below is C2H5BS2 in the gas phase in a non-equilibrium geometry, with properties calculated with wB97M-V/def2-TZVPD.

Calculated values
2S+1 = 1
Molecular weight = 104.01 g/mol
Gap between HOMO and LUMO (spin up / spin down) = 8.20 / 6.95 eV
Highest occupied orbital energy (spin up / spin down) = -9.136 / -8.811 eV
Net charge = 0
Energy above the lowest of the compared OMol25 structures with the same formula, charge and spin = 49.7 kcal/mol

Each line ends with the natural charge from an NBO analysis.
Atoms and positions in Å:
B  -1.70981  -0.87613  -0.04663  -0.129
C  1.06859  -0.23960  -0.23881  -0.636
C  0.76995  1.07617  0.37654  -0.173
S  -0.10334  -1.64483  0.09719  0.107
S  -2.03032  0.79223  0.02511  -0.105
H  -2.41539  -1.76018  -0.30424  0.014
H  1.13728  0.02872  -1.28041  0.231
H  2.12941  -0.55220  0.07016  0.269
H  0.38017  1.17573  1.46468  0.220
H  0.77347  2.00008  -0.16358  0.203

Atoms 1-2, force components in eV/Å:
B 0.84 -0.45 -0.22
C 1.16 0.76 0.74